# 1
117
Properties=species:S:1:pos:R:3:lowdin_spin:R:1 method="wB97M-V/def2-TZVPD" charge=+1 gap_ev="9.183 / 2.639" multiplicity=2
C -0.8430 -0.1314 -1.1373 0.0011
C 0.2786 -0.9112 -0.2857 0.0000
C 0.6417 -0.2172 1.0894 0.0001
O -0.2130 -2.1318 0.1196 0.0001
H -0.4708 0.8505 -1.4296 0.0005
H -1.7707 0.0799 -0.6055 0.0001
H -1.0431 -0.7399 -2.0193 0.0000
H 1.0961 -1.0748 -0.9879 0.0001
H 1.1753 0.7168 0.9135 0.0000
H 1.3488 -0.8265 1.6522 0.0000
H -0.1316 0.0029 1.8255 0.0000
H -1.1138 -1.9703 0.4095 0.0000
C 2.2613 -3.2442 2.9117 0.0000
C 2.8309 -3.7033 1.5424 0.0000
C 4.0883 -4.6884 1.5985 0.0000
O 1.8177 -4.4960 0.9682 0.0001
H 2.2850 -4.1735 3.4809 0.0000
H 1.2875 -2.7548 2.9314 0.0000
H 2.9600 -2.6127 3.4605 0.0000
H 3.0290 -2.8177 0.9386 0.0000
H 4.8907 -4.2145 2.1639 0.0000
H 4.5929 -4.8521 0.6463 0.0000
H 3.7602 -5.6473 1.9998 0.0000
H 1.2188 -3.8841 0.5340 0.0000
C -4.2768 2.2923 -1.0169 0.0000
C -5.7728 2.2952 -1.4016 0.0000
C -6.1602 3.3001 -2.5367 0.0000
O -6.1851 0.9723 -1.7813 0.0000
H -4.0294 1.5273 -0.2809 0.0000
H -4.0255 3.2508 -0.5628 0.0000
H -3.5598 2.0579 -1.8038 0.0000
H -6.3779 2.6837 -0.5824 0.0000
H -5.8324 2.9741 -3.5238 0.0000
H -5.8282 4.3331 -2.4324 0.0000
H -7.2433 3.3997 -2.6081 0.0000
H -5.5708 0.4196 -1.2926 0.0000
C 2.6922 2.3636 -3.7454 0.0135
C 2.2293 1.0163 -4.1102 0.1040
C 1.6461 1.0842 -5.5041 0.0930
O 3.2520 0.0322 -4.2224 0.6065
H 3.3498 2.8152 -4.4881 0.0066
H 3.2471 2.4324 -2.8097 0.0061
H 1.8760 3.0777 -3.6363 0.0000
H 1.4293 0.7066 -3.4378 0.0420
H 0.9209 1.8920 -5.6025 0.0120
H 1.1247 0.1506 -5.7154 -0.0002
H 2.4400 1.3461 -6.2036 -0.0008
H 2.8490 -0.7762 -4.5474 0.0065
C 1.3547 -4.3424 -3.5651 0.0020
C 1.8883 -2.9294 -3.2096 0.0014
C 3.2993 -2.9685 -2.7570 0.0065
O 1.8863 -2.2770 -4.4745 0.0078
H 1.6837 -4.6739 -4.5500 0.0000
H 0.2853 -4.1791 -3.6980 0.0000
H 1.5465 -5.0872 -2.7927 0.0000
H 1.1616 -2.3616 -2.6286 0.0008
H 3.3194 -3.4801 -1.7948 0.0006
H 3.7317 -1.9869 -2.5627 0.0029
H 3.9678 -3.4668 -3.4590 0.0004
H 0.9936 -2.4238 -4.7957 0.0002
C -3.5456 -2.7757 -2.5481 0.0000
C -2.6639 -3.5094 -1.6201 0.0000
O -2.9360 -3.2006 -0.2665 0.0000
H -3.1684 -2.8717 -3.5662 0.0000
H -3.5640 -1.6914 -2.4382 0.0000
H -4.5570 -3.1735 -2.6317 0.0000
H -1.6204 -3.2264 -1.7582 0.0000
H -2.7539 -4.5887 -1.7436 0.0000
H -2.2417 -3.6344 0.2349 0.0000
C 1.0593 4.0759 4.0641 0.0000
C 1.4728 2.5471 4.0662 0.0000
O 1.9712 2.2175 5.3265 0.0000
H 1.9464 4.6881 4.2266 0.0000
H 0.2802 4.2058 4.8152 0.0000
H 0.6350 4.4084 3.1168 0.0000
H 2.3643 2.3627 3.4668 0.0000
H 0.7174 1.8646 3.6769 0.0000
H 2.2143 1.2887 5.3307 0.0000
C -2.3937 -2.3812 3.3147 0.0000
C -2.6327 -3.2192 4.5593 0.0000
O -3.1235 -4.4661 4.1010 0.0000
H -1.4203 -2.5709 2.8622 0.0000
H -2.2293 -1.3392 3.5893 0.0000
H -3.1828 -2.5906 2.5925 0.0000
H -3.5054 -2.7793 5.0421 0.0000
H -1.7558 -3.3928 5.1829 0.0000
H -3.5489 -4.8731 4.8593 0.0000
C 3.3050 4.8302 0.2752 0.0000
C 2.9144 3.4854 -0.3130 0.0000
O 2.8881 2.6025 0.7828 -0.0002
H 2.5071 5.2664 0.8762 0.0000
H 3.4751 5.5932 -0.4843 0.0000
H 4.2234 4.7738 0.8596 0.0000
H 3.7207 3.2050 -0.9907 0.0000
H 1.9489 3.3407 -0.7979 0.0000
H 2.0412 2.6586 1.2314 0.0000
C -3.9278 0.9544 2.8823 0.0000
C -3.5256 2.4295 3.0326 0.0000
O -2.2337 2.6383 3.5182 0.0000
H -4.8236 0.7398 2.2995 0.0000
H -4.2560 0.4901 3.8122 0.0000
H -2.9889 0.5157 2.5445 0.0000
H -4.1321 3.0888 3.6535 0.0000
H -3.5554 2.8146 2.0133 0.0000
H -2.2165 2.3973 4.4473 0.0000
C 4.8147 0.4247 -0.8891 0.0162
O 4.2298 0.0291 0.3629 0.0577
H 4.0209 0.8385 -1.5110 0.0085
H 5.6109 1.1681 -0.8503 0.0043
H 5.0586 -0.4337 -1.5150 -0.0007
H 3.8042 0.7975 0.7503 0.0004
C -1.0070 3.9087 1.0524 0.0000
O -0.5182 2.6388 1.3433 0.0000
H -1.0973 4.6048 1.8863 0.0000
H -0.3556 4.5454 0.4539 0.0000
H -2.0282 3.8097 0.6844 0.0000
H -1.0039 2.4409 2.1473 0.0000

=====

# 2
119
Properties=species:S:1:pos:R:3:lowdin_spin:R:1 method="wB97M-V/def2-TZVPD" charge=-1 gap_ev="2.887 / 6.110" multiplicity=5
V 0.2361 1.7137 -2.5705 3.3556
O 0.2631 4.2961 0.8190 0.0271
H 0.9679 4.6758 0.2891 0.0101
H 0.1075 3.4016 0.5071 0.0070
H 0.4882 4.3570 1.7502 0.0017
C 0.8479 -1.5940 -5.5383 0.0013
C 1.1876 -1.3131 -4.0518 0.0059
C 2.5203 -1.9971 -3.7682 0.0008
O 1.2026 0.0714 -3.7624 0.0615
H 0.8792 -2.6771 -5.6570 0.0004
H 1.5999 -1.0900 -6.1454 0.0002
H -0.1300 -1.2500 -5.8751 0.0002
H 0.4564 -1.7588 -3.3775 0.0007
H 3.3859 -1.6878 -4.3540 0.0001
H 2.3086 -3.0620 -3.8650 0.0002
H 2.7359 -1.8965 -2.7045 0.0002
C -0.5071 -0.5103 -0.3100 0.0138
C -0.1190 0.7301 0.4834 0.0070
C 1.1415 0.4997 1.2728 0.0016
O 0.0072 1.8764 -0.2915 0.1041
H -1.4697 -0.4221 -0.8138 0.0013
H -0.4690 -1.4249 0.2818 0.0012
H 0.2184 -0.5384 -1.1230 0.0066
H -0.9230 0.8462 1.2101 0.0010
H 0.9422 -0.3685 1.9010 0.0001
H 1.4250 1.4087 1.8034 0.0006
H 2.0413 0.3122 0.6869 0.0003
C -3.9693 3.0077 -3.0468 0.0025
C -2.9525 1.8450 -2.7565 0.0088
C -3.6271 0.5096 -3.0181 0.0008
O -1.7277 1.9630 -3.4816 0.0656
H -4.9278 2.8501 -2.5524 0.0004
H -4.2377 3.1256 -4.0966 0.0002
H -3.6329 3.9847 -2.6998 0.0010
H -2.7692 1.8451 -1.6821 0.0016
H -3.9710 0.4499 -4.0507 0.0002
H -4.4739 0.3947 -2.3415 0.0001
H -3.0373 -0.3702 -2.7607 0.0003
C 1.7422 -4.1563 -0.7571 0.0001
C 2.0654 -3.4235 0.5218 0.0001
O 3.0863 -4.1368 1.2817 0.0000
H 2.6269 -4.2672 -1.3840 0.0000
H 0.9815 -3.6634 -1.3625 0.0001
H 1.2909 -5.1044 -0.4645 0.0000
H 1.2347 -3.2271 1.1997 0.0001
H 2.5243 -2.4572 0.3125 0.0001
H 3.6345 -3.5631 1.8221 0.0000
C -5.1882 -0.9257 0.6042 0.0000
C -4.5236 -2.1183 -0.0962 0.0000
O -5.0652 -3.3213 0.4306 0.0000
H -6.2677 -0.9932 0.7395 0.0000
H -4.8949 -0.0363 0.0465 0.0000
H -4.7903 -0.7366 1.6012 0.0000
H -3.4390 -2.0848 0.0070 0.0000
H -4.6211 -2.1309 -1.1817 0.0000
H -5.0044 -3.2457 1.3857 0.0000
C 4.0949 4.0858 1.1137 0.0052
C 3.9612 4.4772 -0.3558 0.0203
O 2.6024 4.7174 -0.5520 0.0873
H 3.4462 3.2698 1.4320 0.0011
H 4.0529 4.8975 1.8400 0.0010
H 5.1373 3.8203 1.2896 0.0010
H 4.3309 3.7031 -1.0282 0.0074
H 4.5288 5.3867 -0.5524 0.0024
H 2.3096 4.3605 -1.3938 0.0952
C -3.7024 2.4921 1.5418 0.0007
C -4.5832 3.3955 0.7020 0.0004
O -5.3313 4.2834 1.4790 0.0003
H -4.2625 1.9661 2.3149 0.0000
H -2.9826 3.1622 2.0117 0.0006
H -3.1239 1.7328 1.0155 0.0002
H -5.2570 2.7847 0.1012 0.0000
H -3.8929 3.9113 0.0345 0.0004
H -4.7282 4.5059 2.1920 0.0001
C -1.4275 -2.8919 3.1586 0.0001
C -1.6769 -3.7486 4.3751 0.0000
O -2.8061 -3.3253 5.0574 0.0000
H -2.1717 -3.0629 2.3808 0.0000
H -0.4904 -3.1596 2.6704 0.0000
H -1.3078 -1.8215 3.3254 0.0000
H -0.7971 -3.6432 5.0099 0.0000
H -1.7495 -4.8158 4.1656 0.0000
H -2.8718 -3.8312 5.8707 0.0000
C -1.9727 -3.1293 -2.8734 0.0003
C -2.6421 -2.7620 -4.1297 0.0002
O -2.8934 -3.9597 -4.8298 0.0000
H -1.0351 -3.6474 -3.0752 0.0001
H -2.7065 -3.6691 -2.2749 0.0000
H -1.6875 -2.2642 -2.2749 0.0001
H -2.0073 -2.0861 -4.7026 0.0001
H -3.6287 -2.3379 -3.9427 0.0000
H -3.0630 -3.7105 -5.7413 0.0000
C 4.8515 0.6985 -0.4172 0.0018
C 3.8047 0.6436 -1.5092 0.0230
O 4.3567 0.5842 -2.7619 0.0124
H 4.2656 0.6009 0.4967 0.0002
H 5.4909 1.5742 -0.3062 0.0003
H 5.4890 -0.1847 -0.4579 0.0005
H 3.1477 1.5090 -1.4222 0.0321
H 3.2085 -0.2564 -1.3590 0.0006
H 3.6447 0.5856 -3.4058 0.0044
C 2.8017 -1.6336 3.8126 0.0000
C 3.9365 -1.2554 2.8671 0.0000
O 4.8246 -2.3404 2.7503 0.0000
H 3.0569 -2.3318 4.6098 0.0000
H 1.9730 -2.1028 3.2823 0.0000
H 2.4474 -0.7425 4.3308 0.0000
H 4.4717 -0.4199 3.3183 0.0000
H 3.5955 -1.0115 1.8610 0.0000
H 5.6235 -2.1025 2.2742 0.0000
C 2.0473 2.5050 4.3957 0.0003
C 0.6272 2.8845 4.0276 0.0010
O 0.7142 4.1001 3.3609 0.0042
H 2.1067 1.6068 5.0103 0.0000
H 2.5326 3.2875 4.9790 0.0001
H 2.6105 2.3215 3.4807 0.0001
H 0.0660 2.9724 4.9579 0.0001
H 0.0594 2.1442 3.4640 0.0004
H 1.1698 4.6656 3.9888 0.0007

=====

# 3
148
Properties=species:S:1:pos:R:3:mulliken_charge:R:1 method="wB97M-V/def2-TZVPD" gap_ev=10.341 smiles="COP(=O)(OC)OC.COP(=O)(OC)OC.COP(=O)(OC)OC.COP(=O)(OC)OC.COP(=O)(OC)OC.COP(=O)(OC)OC.COP(=O)(OC)OC.COP(=O)(OC)OC.COC(=O)OC"
C 4.8649 2.3519 5.1033 -0.7762
O 4.9669 1.9013 3.7377 -0.1507
P 5.5069 0.4281 3.5475 1.0358
O 4.9934 -0.6087 4.4519 -0.7821
O 5.1388 0.1365 2.0220 -0.1059
C 5.2429 1.1351 0.9950 -0.4336
O 7.0944 0.5993 3.5581 -0.3770
C 7.9215 -0.0909 4.4878 -0.7359
H 5.8660 2.7144 5.3636 0.3495
H 4.7903 1.5574 5.8521 0.3641
H 4.0568 3.0578 5.2404 0.1411
H 4.2840 1.2520 0.5018 0.0077
H 5.9815 0.7456 0.2891 0.2751
H 5.7123 2.0477 1.3585 0.3291
H 7.3746 -0.8762 5.0066 0.3491
H 8.2323 0.6076 5.2718 0.2709
H 8.8435 -0.4268 4.0212 0.2379
C 3.8722 -8.2310 2.5354 -0.7936
O 3.3491 -7.2613 1.6194 -0.2693
P 1.8437 -6.8084 1.7866 0.6255
O 1.5925 -6.1056 3.0506 -0.7218
O 0.9432 -8.1135 1.5268 -0.3044
C 1.2817 -9.0192 0.5066 -0.5618
O 1.6338 -5.9824 0.4533 0.2431
C 0.4588 -5.2066 0.3191 -0.8702
H 3.1244 -8.6414 3.2137 0.3668
H 4.6248 -7.7061 3.1207 0.2859
H 4.3482 -9.0574 2.0111 0.2610
H 2.0227 -9.7726 0.7814 0.2488
H 1.6807 -8.4902 -0.3671 0.1949
H 0.4175 -9.5519 0.1088 0.2895
H 0.4225 -4.2428 0.8300 0.1725
H -0.4498 -5.6629 0.7294 0.3799
H 0.2718 -5.0737 -0.7440 0.3361
C 0.9094 7.3682 -1.4212 -0.7406
O 1.0073 5.9991 -1.8241 -0.2481
P 2.4421 5.3838 -2.2036 1.1008
O 3.4858 5.2169 -1.1866 -0.7841
O 2.8269 6.2573 -3.5113 -0.3117
C 4.1182 6.7340 -3.7998 -0.7419
O 2.0017 4.0168 -2.8951 -0.0256
C 1.1567 3.9231 -4.0208 -0.7053
H 0.2114 7.9306 -2.0443 0.2790
H 1.8764 7.8289 -1.6404 0.3046
H 0.5916 7.4756 -0.3876 0.2387
H 4.2201 7.7960 -3.5608 0.2685
H 4.4311 6.6472 -4.8413 0.2701
H 4.8715 6.1958 -3.2182 0.3287
H 1.6680 3.9925 -4.9829 0.2954
H 0.3978 4.7069 -4.1086 0.2777
H 0.5961 2.9933 -3.9391 0.2459
C 1.0317 -2.5856 -5.3676 -0.7061
O 1.8696 -1.9756 -4.3765 -0.2365
P 2.8917 -2.9492 -3.6184 0.7027
O 4.1246 -3.3273 -4.3588 -0.8188
O 3.1382 -2.1584 -2.2458 0.1263
C 3.9744 -1.0000 -2.2987 -0.8423
O 1.9648 -4.1452 -3.1218 -0.0741
C 2.4603 -5.4341 -2.7890 -0.2904
H 1.2806 -2.1994 -6.3592 0.2920
H 0.0078 -2.4940 -5.0253 0.1970
H 1.2787 -3.6306 -5.5908 0.3212
H 3.3690 -0.0954 -2.2593 0.1847
H 4.6440 -0.9669 -3.1549 0.5259
H 4.5433 -0.9397 -1.3709 0.1566
H 1.9819 -6.1841 -3.4270 0.3048
H 2.1013 -5.7821 -1.8209 -0.2131
H 3.5337 -5.5431 -2.9134 0.3882
C -1.8185 -0.7346 -0.9781 -0.5265
O -0.4857 -0.2846 -1.0997 -0.1156
P 0.4656 0.0419 0.1314 -0.4044
O -0.1014 0.8509 1.2300 -0.7118
O 0.7751 -1.4776 0.5836 0.0159
C 1.9688 -1.7919 1.3261 -0.7254
O 1.8373 0.5458 -0.4791 1.1298
C 1.8964 1.9368 -0.8562 -0.8858
H -1.9948 -1.1386 0.0210 0.4858
H -1.9736 -1.5573 -1.6763 0.2321
H -2.6284 -0.0261 -1.1680 -0.1785
H 2.5670 -0.9208 1.6023 0.2252
H 2.5766 -2.4710 0.7354 0.1891
H 1.6464 -2.2024 2.2818 0.3829
H 2.7248 2.0210 -1.5496 0.4319
H 1.9643 2.5767 0.0234 0.0959
H 0.9990 2.3015 -1.3592 0.3833
C 0.5465 2.1604 4.5872 -0.6226
O 1.3210 3.3328 4.2333 0.0760
P 0.6255 4.7706 4.3687 0.7921
O -0.1956 5.0255 5.5545 -0.7713
O 1.8833 5.7577 4.1685 -0.2101
C 1.6221 7.1403 4.0580 -0.8065
O -0.1192 4.8385 2.9428 -0.4095
C 0.5670 4.5663 1.7320 -0.3019
H 0.6939 1.4573 3.7698 0.1062
H -0.5139 2.3897 4.6866 0.3713
H 0.9516 1.8050 5.5321 0.2702
H 0.5638 7.3292 3.8168 0.3084
H 2.0991 7.5410 3.1631 0.2922
H 1.7693 7.7264 4.9627 0.3093
H 1.5837 4.2073 1.8930 0.3817
H 0.4426 5.4412 1.0922 0.0487
H 0.0406 3.7269 1.2626 0.1907
C -6.7254 -1.5435 2.5733 -0.5168
O -6.1833 -0.3559 3.1208 -0.3290
P -6.2081 0.9577 2.2085 0.6491
O -7.3852 1.2070 1.3755 -0.7064
O -5.9333 2.1059 3.2906 -0.3768
C -6.2021 3.4773 2.9048 -0.7043
O -4.8493 0.9160 1.3671 0.2945
C -3.5381 0.6762 1.9267 -0.3164
H -6.4812 -1.7325 1.5289 0.1259
H -7.8210 -1.6136 2.6184 0.3289
H -6.4749 -2.3799 3.2263 0.2953
H -5.2045 3.9044 2.8916 0.2474
H -6.8767 3.8974 3.6493 0.2390
H -6.7687 3.5832 1.9806 0.3288
H -2.8675 0.6176 1.0807 -0.3285
H -3.6518 -0.3147 2.3758 0.3853
H -3.3276 1.4177 2.6950 0.3749
C -4.0110 -3.7673 -3.6666 -0.7766
O -4.0019 -3.2872 -2.3086 0.1484
P -5.4103 -3.2614 -1.5352 0.7114
O -5.2650 -2.9822 -0.1043 -0.5884
O -6.2071 -2.2037 -2.4243 -0.3923
C -6.3291 -0.8453 -1.9958 -0.1903
O -6.1420 -4.6729 -1.8480 -0.3864
C -6.8197 -5.3629 -0.7648 -0.6414
H -4.5039 -3.0212 -4.2940 0.3114
H -4.5896 -4.6856 -3.7385 0.3469
H -2.9995 -3.8820 -4.0426 0.1738
H -5.4005 -0.5117 -1.5176 -0.1462
H -6.9616 -0.7956 -1.1037 0.2861
H -6.6598 -0.2399 -2.8291 0.3551
H -7.0053 -4.7420 0.1066 0.2818
H -6.2237 -6.2300 -0.4901 0.2681
H -7.7354 -5.6647 -1.2696 0.2499
C -4.7562 2.7052 -1.8650 -0.4660
O -4.0629 2.6146 -3.0923 -0.4330
C -2.7711 2.2757 -3.0927 0.8126
O -2.0160 2.5827 -2.2079 -0.3723
O -2.3978 1.6946 -4.2190 -0.3033
C -3.3000 1.0658 -5.0864 -0.6108
H -4.6182 1.8290 -1.2316 -0.0160
H -5.7946 2.9481 -2.0779 0.3314
H -4.5042 3.5264 -1.1842 0.2898
H -2.8109 0.1856 -5.5092 0.2690
H -3.5837 1.6286 -5.9800 0.2982
H -4.2371 0.7330 -4.6399 0.1972

=====

no.,calculated total energy (a.u.)
1,-1977.84596
2,-2997.41981
3,-6440.45854